Entry 1:
19
Properties=species:S:1:pos:R:3:lowdin_charge:R:1 method="wB97M-V/def2-TZVPD" smiles=C[C@@H]1C[C@@H]1[C@@H](C)O total_energy_ev=-8463.3521 relative_energy_kj_mol=96.7
O -0.14 1.99 -0.30 -0.030
C 2.09 -0.39 -0.66 -0.074
C -0.82 0.74 -0.27 -0.432
C -0.18 -0.23 0.71 -0.225
C 0.03 -1.67 0.34 -0.078
C 1.22 -0.76 0.52 -0.297
C -2.25 1.05 0.12 -0.047
H 2.84 -1.16 -0.84 0.079
H -0.46 -0.03 1.74 0.143
H 1.77 -0.90 1.45 0.132
H -0.21 -1.96 -0.68 0.108
H -2.26 1.54 1.11 0.086
H -2.85 0.14 0.18 0.086
H -0.16 -2.45 1.08 0.100
H 2.63 0.55 -0.48 0.076
H -2.71 1.73 -0.60 0.081
H 0.78 1.81 -0.55 0.070
H -0.82 0.29 -1.28 0.141
H 1.51 -0.28 -1.58 0.081



Entry 2:
19
Properties=species:S:1:pos:R:3:lowdin_charge:R:1 method="wB97M-V/def2-TZVPD" total_energy_ev=-8460.8741 relative_energy_kj_mol=335.8
O 0.69 -1.55 -0.49 -0.127
C 2.40 0.36 -0.49 -0.065
C -0.49 -0.99 -0.86 -0.366
C -2.32 0.50 0.06 -0.068
C 1.47 -0.28 0.55 -0.176
C -1.13 -0.41 0.29 -0.352
C 0.27 0.46 0.97 -0.090
H -1.22 -1.17 1.04 0.131
H -0.41 -0.31 -1.71 0.127
H 1.97 -0.90 1.29 0.125
H -2.27 1.08 -0.87 0.087
H -2.26 1.15 0.94 0.076
H 0.07 0.60 2.04 0.109
H 1.78 0.75 -1.31 0.076
H 3.00 1.21 -0.18 0.076
H 0.23 1.39 0.43 0.095
H -1.55 -1.58 -0.78 0.188
H 3.09 -0.34 -0.94 0.077
H -3.31 0.03 0.02 0.078



Entry 3:
19
Properties=species:S:1:pos:R:3:lowdin_charge:R:1 method="wB97M-V/def2-TZVPD" total_energy_ev=-8458.4493 relative_energy_kj_mol=569.7
O -0.97 -0.58 -0.64 -0.070
C 1.24 -0.57 0.54 -0.278
C -1.67 1.84 0.67 -0.087
C 2.01 -0.79 -0.75 -0.073
C -0.25 -0.49 0.54 -0.310
C 0.39 -1.71 1.09 -0.059
C -1.08 0.55 -1.27 -0.033
H -1.62 2.09 1.74 0.031
H 2.20 0.15 -1.28 0.072
H -2.72 1.68 0.43 0.027
H -1.29 2.71 0.12 0.021
H 2.98 -1.26 -0.54 0.077
H -0.94 0.76 0.84 0.059
H 1.75 0.06 1.27 0.131
H 1.46 -1.45 -1.43 0.082
H 0.35 -1.88 2.16 0.099
H -0.21 1.19 -1.35 0.097
H 0.37 -2.62 0.49 0.110
H -1.87 0.60 -2.00 0.104



Entry 4:
19
Properties=species:S:1:pos:R:3:lowdin_charge:R:1 method="wB97M-V/def2-TZVPD" smiles=C[C@@H]1C[C@@H]1[C@@H](C)O total_energy_ev=-8463.0015 relative_energy_kj_mol=130.5
O 0.64 1.42 1.24 -0.053
C -0.13 1.14 0.08 -0.390
C 1.71 -1.43 -0.01 -0.071
C -1.17 2.27 0.18 -0.048
C -0.63 -1.24 -1.14 -0.084
C -0.70 -0.30 0.05 -0.201
C 0.20 -1.53 0.06 -0.309
H -0.15 -2.35 0.69 0.131
H -1.49 -1.89 -1.35 0.101
H 2.14 -2.34 -0.46 0.078
H 2.16 -1.32 0.98 0.074
H -1.49 2.37 1.24 0.090
H -0.73 3.25 -0.04 0.080
H -0.11 -0.90 -2.03 0.108
H -1.60 -0.43 0.65 0.135
H -2.03 2.07 -0.42 0.066
H 2.04 -0.58 -0.62 0.078
H 0.79 0.61 1.72 0.074
H 0.56 1.18 -0.81 0.141



Entry 5:
19
Properties=species:S:1:pos:R:3:lowdin_charge:R:1 method="wB97M-V/def2-TZVPD" smiles=CC[C@H]1C[C@]1(C)O total_energy_ev=-8462.4276 relative_energy_kj_mol=185.9
O -1.65 1.57 0.39 -0.005
C 0.31 0.44 -0.62 -0.214
C -1.17 0.32 -0.05 -0.479
C 1.40 -0.49 -0.16 -0.243
C -0.86 0.05 -1.47 -0.076
C -2.03 -0.77 0.62 -0.012
C 2.38 0.14 0.84 -0.110
H 3.11 -0.61 1.18 0.070
H 1.85 0.52 1.71 0.074
H -3.02 -0.76 0.13 0.093
H -1.66 -1.80 0.51 0.075
H 1.98 -0.88 -1.01 0.111
H 0.72 1.40 -1.01 0.152
H -2.23 -0.56 1.68 0.074
H 0.90 -1.33 0.33 0.106
H -1.24 0.76 -2.19 0.114
H -0.89 -1.00 -1.76 0.113
H -0.83 2.05 0.48 0.087
H 2.94 0.96 0.38 0.071



Entry 6:
19
Properties=species:S:1:pos:R:3:lowdin_charge:R:1 method="wB97M-V/def2-TZVPD" smiles=CCO[C@H]1C[C@H]1C total_energy_ev=-8462.8479 relative_energy_kj_mol=145.3
O 0.58 -0.25 0.63 -0.131
C 1.65 -0.25 -0.28 -0.279
C -1.71 -0.49 -0.34 -0.266
C -1.62 0.90 -0.92 -0.068
C 2.60 0.79 0.27 -0.076
C -0.51 -1.08 0.36 -0.323
C -1.70 -0.69 1.16 -0.059
H -0.27 -2.14 0.22 0.151
H 3.50 0.85 -0.35 0.074
H 1.34 0.00 -1.30 0.122
H -1.56 0.20 1.77 0.116
H -2.33 -1.19 -0.89 0.130
H -2.58 1.43 -0.84 0.075
H -1.36 0.86 -1.99 0.075
H 2.87 0.53 1.30 0.080
H 2.10 1.76 0.29 0.078
H 2.13 -1.25 -0.31 0.121
H -0.86 1.49 -0.41 0.077
H -2.28 -1.48 1.63 0.101